Here is a structure of composition C19H12Cl3CuI2N3O3Se from the Open Molecules 2025 dataset. Energies are from the ωB97M-V functional and the def2-TZVPD basis.

```
44
Properties=species:S:1:pos:R:3
Cu 1.99 0.03 -1.37
I -1.84 -3.41 -1.53
C -0.87 -2.49 0.06
C -1.30 -2.76 1.37
C -0.68 -2.22 2.46
I -1.45 -2.58 4.36
C 0.45 -1.37 2.28
C 1.21 -0.77 3.31
C 2.29 0.02 2.99
C 2.62 0.23 1.64
N 1.91 -0.31 0.68
C 0.85 -1.10 0.96
C 0.18 -1.63 -0.20
O 0.57 -1.26 -1.38
H -2.15 -3.41 1.52
H 0.94 -0.94 4.34
H 2.88 0.48 3.77
H 3.47 0.84 1.35
Cl 6.53 2.57 -3.24
C 5.66 1.98 -1.83
Cl 6.62 0.73 -1.03
Cl 5.40 3.33 -0.68
C 4.23 1.49 -2.22
O 3.68 2.01 -3.17
O 3.78 0.60 -1.42
C -2.08 0.39 -3.27
N -1.85 0.79 -1.89
C -0.74 1.38 -1.43
Se 0.79 1.91 -2.39
N -0.87 1.51 -0.10
C -2.05 0.93 0.33
C -2.61 0.75 1.59
C -3.82 0.08 1.64
C -4.45 -0.38 0.48
C -3.90 -0.19 -0.77
C -2.68 0.47 -0.82
H -1.29 0.81 -3.88
H -3.05 0.77 -3.60
H -2.06 -0.69 -3.34
H -0.14 1.92 0.47
H -2.12 1.10 2.49
H -4.29 -0.09 2.60
H -5.40 -0.90 0.57
H -4.38 -0.57 -1.67
```

Values from the calculation:
energy = -7139.20368 a.u.
LUMO energy (alpha / beta) = -0.5817 / -1.2845 eV
spin multiplicity = 2
energy relative to the best compared isomer or geometry (same formula, charge and spin) = 3.67 kJ/mol
HOMO-LUMO gap (alpha / beta) = 7.50 / 6.81 eV
HOMO level (alpha / beta) = -0.2969 / -0.2975 Eh

These are the natural (NBO) partial charges, in e, on atoms 1 to 8: 1.3676, 0.1634, -0.2855, -0.2198, -0.1871, 0.1463, -0.1253, -0.1181